Record 1
{"formula": "C18H20F16O8", "method": "ωB97M-V with the def2-TZVPD basis set", "homo_ev": -10.9, "smiles": "FC(F)C(F)(F)COC(F)(F)C(F)F.FC(F)C(F)(F)COC(F)(F)C(F)F.C[C@H]1COC(=O)O1.C[C@H]1COC(=O)O1", "e_lumo_ev": 0.5, "elements": ["F", "C", "F", "C", "F", "F", "C", "O", "C", "F", "F", "C", "F", "F", "H", "H", "H", "H", "F", "C", "F", "C", "F", "F", "C", "O", "C", "F", "F", "C", "F", "F", "H", "H", "H", "H", "C", "C", "C", "O", "C", "O", "O", "H", "H", "H", "H", "H", "H", "C", "C", "C", "O", "C", "O", "O", "H", "H", "H", "H", "H", "H"], "coordinates": [[-0.91850, 2.40803, -0.25374], [0.16512, 2.54160, 0.57159], [0.65533, 1.30456, 0.84318], [1.17542, 3.54307, -0.04829], [2.31502, 3.86230, 0.69007], [0.50879, 4.70147, -0.10846], [1.49109, 2.99564, -1.45425], [2.31639, 1.81405, -1.30412], [3.56449, 1.99117, -1.95880], [3.37363, 2.33968, -3.26038], [4.27355, 3.03356, -1.43803], [4.23960, 0.62429, -1.84584], [3.40202, -0.36590, -2.16678], [5.36040, 0.44924, -2.45741], [-0.28331, 2.95145, 1.47659], [1.97425, 3.78220, -2.03388], [0.63034, 2.83057, -2.10230], [4.45587, 0.40455, -0.80036], [-1.33148, 0.74741, -3.15623], [-1.23356, -0.14552, -2.19405], [-2.25598, 0.08134, -1.37446], [-1.08683, -1.58251, -2.62691], [-0.15390, -1.76527, -3.53980], [-2.24986, -2.09239, -3.22598], [-0.69252, -2.49653, -1.49321], [0.54000, -1.95740, -0.95833], [1.03705, -2.44883, 0.34476], [0.08338, -2.25542, 1.24270], [1.16851, -3.73508, 0.27560], [2.28669, -1.68617, 0.84011], [2.61120, -2.01138, 2.21241], [3.36633, -1.99427, 0.14654], [-0.40397, 0.28841, -1.63586], [-0.67989, -3.55469, -1.75442], [-1.45172, -2.50336, -0.71111], [2.24417, -0.59799, 0.79361], [-7.62742, -4.29343, -0.90227], [-6.43360, -3.95282, -1.86320], [-6.03609, -2.48161, -1.80143], [-4.68093, -2.62014, -1.29883], [-4.37869, -3.79781, -0.96480], [-3.31370, -4.10822, -0.45157], [-5.32253, -4.65189, -1.43837], [-7.33520, -4.08743, 0.12743], [-7.87624, -5.34444, -1.04915], [-8.41338, -3.56228, -1.09144], [-6.64780, -3.91521, -2.93129], [-6.66181, -1.87579, -1.14602], [-6.01016, -1.95701, -2.75653], [2.57837, 2.36862, 5.61773], [2.53410, 2.82751, 4.05106], [3.64874, 3.78602, 3.58109], [4.21178, 3.06734, 2.47577], [3.71485, 1.85292, 2.31585], [4.14448, 1.13141, 1.45293], [2.70921, 1.65316, 3.19396], [1.73514, 2.86080, 6.10233], [3.54955, 2.55508, 6.07615], [2.42253, 1.29407, 5.71341], [1.52581, 3.11609, 3.75412], [4.33220, 3.93447, 4.41712], [3.13392, 4.69887, 3.28150]], "atomic_forces_ev_per_a": [[0.81, -0.01, -0.37], [-0.71, 0.11, 1.83], [0.08, 0.61, -0.45], [0.23, -0.97, -0.82], [-1.40, -1.33, -0.66], [-0.53, 0.53, -0.41], [1.20, 0.82, -0.18], [1.02, 1.57, -1.16], [-1.34, 0.13, -0.15], [-0.08, -0.22, 0.14], [-0.29, -1.07, 0.02], [-0.70, -0.71, 3.89], [-1.08, -0.30, -1.30], [2.18, 0.51, -2.33], [0.40, 0.05, 0.36], [0.59, 0.06, 0.33], [-0.42, -0.60, 0.74], [-0.14, 0.81, 0.49], [-0.69, 0.68, -2.78], [1.71, 1.84, 1.65], [-1.77, -0.92, 0.66], [-1.07, -2.30, 0.10], [1.21, 0.96, -1.44], [0.50, 0.86, 0.88], [-0.52, -0.11, 2.51], [1.64, -0.39, 1.62], [-2.09, 1.57, -2.16], [-0.93, 0.73, 1.02], [1.11, -1.98, -0.30], [1.15, 0.77, 1.68], [-1.25, 0.13, -2.33], [0.68, -0.95, -0.79], [0.86, -1.39, 0.20], [0.61, 0.15, -0.70], [-0.22, 0.42, 0.05], [-0.87, -0.04, 0.21], [1.12, 0.69, -1.23], [-2.47, 1.71, 0.48], [0.96, 0.25, 0.92], [-1.16, 4.86, -0.31], [2.85, -3.14, 0.29], [-2.11, 0.02, -0.57], [1.09, -1.41, 0.25], [0.33, -0.30, 0.01], [-0.45, 0.25, 0.20], [-0.46, -0.51, -0.29], [-0.22, -2.10, -0.14], [0.30, -0.04, 0.41], [0.29, -0.26, -0.03], [-0.33, 0.37, -2.21], [-0.08, -1.99, 1.33], [-1.56, -1.13, 0.29], [1.08, 1.99, 0.66], [-0.02, -0.16, -0.45], [-0.99, -0.18, 0.90], [0.68, -0.43, -0.10], [0.38, 0.13, 0.33], [-0.16, 0.42, -0.01], [-0.17, 0.01, -0.37], [0.07, 0.56, 0.48], [0.42, 0.15, -0.52], [0.73, 0.18, -0.35]]}

Record 2
{"formula": "C18H20F3N2O2", "method": "ωB97M-V with the def2-TZVPD basis set", "homo_ev": -11.9, "charge": 1, "smiles": "COc1ccccc1[C@H](C)[NH2+]CC(=O)Nc1ccccc1C(F)(F)F", "e_lumo_ev": -2.4, "de_lowest_kj_mol": 0.00, "elements": ["C", "O", "C", "C", "C", "C", "C", "C", "C", "C", "N", "C", "C", "O", "N", "C", "C", "C", "C", "C", "C", "C", "F", "F", "F", "H", "H", "H", "H", "H", "H", "H", "H", "H", "H", "H", "H", "H", "H", "H", "H", "H", "H", "H", "H"], "coordinates": [[1.16185, 2.58093, -1.33980], [0.95118, 1.28006, -1.86014], [2.02256, 0.43842, -2.01860], [3.34391, 0.80733, -1.80824], [4.36193, -0.11236, -1.99582], [4.07688, -1.40789, -2.38634], [2.76056, -1.78321, -2.58968], [1.72523, -0.87768, -2.41193], [0.29759, -1.28990, -2.67414], [-0.25931, -0.64371, -3.93662], [-0.54865, -0.87762, -1.51211], [-0.32651, -1.59562, -0.24872], [-0.61963, -0.56839, 0.86568], [-0.53503, 0.60918, 0.59810], [-0.98345, -1.07190, 2.05383], [-1.49066, -0.25217, 3.09674], [-0.91256, -0.32652, 4.35708], [-1.37213, 0.47263, 5.38777], [-2.41233, 1.36006, 5.16603], [-3.01031, 1.42438, 3.92127], [-2.56585, 0.61281, 2.88157], [-3.32215, 0.71159, 1.58181], [-3.20498, -0.38035, 0.78283], [-2.94673, 1.74885, 0.82179], [-4.63403, 0.85286, 1.79187], [1.64654, 2.53882, -0.36265], [0.16854, 3.00998, -1.22595], [1.75028, 3.19005, -2.02844], [3.58789, 1.81252, -1.50736], [5.38375, 0.19270, -1.83568], [4.87070, -2.12159, -2.53354], [2.53072, -2.79179, -2.89961], [0.23894, -2.37991, -2.76416], [-1.27812, -0.97271, -4.12924], [0.35316, -0.92867, -4.78732], [-0.23997, 0.43907, -3.85273], [-0.29761, 0.13878, -1.30881], [-1.54038, -0.89760, -1.76677], [0.72450, -1.89532, -0.19317], [-0.96646, -2.47441, -0.16969], [-0.88021, -2.05689, 2.24951], [-0.09378, -1.01076, 4.51924], [-0.91230, 0.40609, 6.36104], [-2.76620, 1.99440, 5.96245], [-3.83738, 2.09546, 3.74863]], "atomic_forces_ev_per_a": [[-0.03, 0.39, 0.22], [0.19, -0.44, -0.31], [0.17, -0.18, -0.04], [-0.23, 0.24, 0.05], [-0.05, -0.13, -0.04], [0.09, -0.01, -0.02], [-0.08, 0.13, 0.06], [-0.16, 0.11, 0.18], [0.35, -0.09, -0.57], [-0.07, -0.05, 0.09], [-0.15, 0.60, 0.08], [0.06, 0.01, 0.65], [0.28, -0.56, -0.34], [0.05, 0.23, 0.03], [0.13, -0.22, 0.29], [-0.15, 0.33, 0.26], [-0.03, 0.00, -0.18], [-0.07, -0.01, -0.03], [0.02, 0.01, -0.01], [0.12, -0.13, -0.11], [-0.01, -0.07, 0.01], [-0.22, 0.11, -0.44], [-0.02, -0.25, 0.05], [0.04, 0.25, 0.13], [-0.14, 0.05, 0.24], [-0.01, -0.03, -0.03], [0.10, 0.02, 0.01], [-0.01, -0.06, 0.00], [0.01, 0.12, 0.04], [0.10, 0.04, 0.02], [0.09, -0.08, -0.02], [-0.04, -0.14, -0.03], [-0.01, 0.14, 0.12], [-0.15, -0.03, -0.05], [0.04, -0.05, -0.02], [-0.01, 0.09, -0.02], [-0.28, -0.50, -0.09], [0.15, 0.00, 0.06], [-0.10, 0.03, -0.08], [0.04, 0.05, -0.13], [-0.08, 0.06, -0.17], [0.12, -0.05, 0.01], [0.05, -0.01, 0.09], [-0.03, 0.06, 0.09], [-0.07, 0.04, 0.00]]}

Record 3
{"formula": "C18H20FMnN2O6PS", "method": "ωB97M-V with the def2-TZVPD basis set", "s2": 8.756, "homo_ev": [-8.4, -8.6], "spin_multiplicity": 6, "e_lumo_ev": [-0.6, -0.7], "de_lowest_kj_mol": 0.00, "elements": ["Mn", "C", "C", "C", "C", "C", "C", "C", "F", "C", "C", "C", "O", "C", "C", "N", "C", "C", "O", "O", "H", "H", "H", "H", "H", "H", "H", "H", "H", "H", "H", "C", "O", "P", "O", "C", "O", "C", "H", "H", "H", "H", "H", "H", "H", "H", "H", "S", "C", "N"], "coordinates": [[-0.51067, -0.25188, 3.60026], [-0.26155, -1.57723, -3.71122], [0.72102, -2.42611, -2.91352], [2.09441, -2.54212, -3.55779], [2.78112, -1.18500, -3.61137], [2.77813, -0.53339, -2.25299], [3.70123, 0.43394, -1.93010], [3.69442, 1.01839, -0.66563], [4.61243, 1.96379, -0.40428], [2.80134, 0.65503, 0.29888], [1.85356, -0.33256, -0.00192], [0.88039, -0.71511, 1.02356], [0.93924, -0.11850, 2.13449], [-0.06245, -1.71130, 0.66078], [-0.00903, -2.22289, -0.61170], [0.87055, -1.87364, -1.55221], [1.83536, -0.91408, -1.27465], [-1.17801, -2.29029, 1.52938], [-1.90374, -3.12883, 1.02152], [-1.27933, -1.84931, 2.73225], [-0.36891, -1.97610, -4.72022], [0.07588, -0.54219, -3.78193], [-1.24231, -1.58107, -3.23500], [0.30590, -3.42572, -2.78219], [1.98119, -2.95886, -4.55868], [2.70078, -3.24040, -2.97638], [2.27661, -0.53610, -4.33238], [3.80894, -1.29177, -3.95878], [4.44693, 0.74678, -2.65015], [2.80864, 1.10624, 1.28064], [-0.74650, -2.96998, -0.88068], [-2.79058, 4.20405, 2.69068], [-2.62197, 3.31769, 1.57713], [-1.36915, 2.29292, 1.65841], [-1.68600, 1.46350, 0.30338], [-0.87437, 1.69054, -0.84652], [-1.94910, 1.19346, 2.75289], [-3.30623, 0.65839, 2.64759], [-3.43242, 5.01650, 2.36155], [-1.83266, 4.61308, 3.02058], [-3.25977, 3.68221, 3.52587], [-0.75418, 0.73645, -1.35978], [0.11158, 2.07390, -0.56964], [-1.36359, 2.40120, -1.51267], [-3.60521, 0.38588, 3.65587], [-3.29325, -0.21113, 1.99584], [-3.96023, 1.42807, 2.24687], [0.02557, 0.26942, 5.87770], [-1.64698, 0.46014, 6.00563], [-2.79702, 0.59400, 6.05063]], "atomic_forces_ev_per_a": [[0.11, -0.02, 0.09], [0.01, 0.00, 0.01], [-0.01, -0.01, -0.02], [0.00, 0.01, -0.01], [-0.01, 0.00, 0.01], [0.01, 0.00, -0.03], [-0.01, 0.00, 0.02], [-0.01, -0.01, -0.01], [0.01, 0.00, 0.00], [0.01, 0.02, 0.03], [-0.01, -0.02, 0.02], [0.02, 0.08, -0.03], [-0.05, 0.01, 0.00], [-0.03, -0.10, -0.08], [-0.02, 0.01, 0.04], [0.04, 0.04, 0.03], [-0.01, -0.03, -0.03], [-0.05, 0.04, 0.10], [0.02, 0.01, -0.02], [0.03, -0.03, -0.12], [0.00, 0.00, 0.00], [0.00, 0.00, -0.01], [0.00, 0.00, 0.00], [0.00, 0.00, 0.01], [0.00, -0.01, 0.00], [0.00, 0.00, 0.00], [0.01, 0.00, 0.00], [0.00, 0.00, 0.00], [0.00, 0.00, 0.00], [0.00, 0.00, 0.00], [0.00, 0.00, 0.01], [-0.02, 0.05, 0.05], [-0.03, 0.05, 0.00], [0.06, -0.08, 0.09], [0.01, -0.06, 0.02], [-0.01, 0.03, -0.03], [-0.03, 0.00, -0.10], [0.02, 0.00, 0.00], [0.00, -0.01, -0.02], [0.01, -0.01, -0.01], [0.01, -0.01, 0.00], [-0.01, 0.01, 0.01], [0.00, -0.01, 0.00], [0.00, 0.00, 0.00], [0.01, 0.00, 0.01], [0.00, 0.00, 0.00], [-0.01, 0.00, 0.00], [-0.05, 0.01, -0.02], [0.00, 0.04, 0.02], [0.00, 0.01, -0.03]]}

Record 4
{"formula": "C18H20N2O2S3Sc", "method": "ωB97M-V with the def2-TZVPD basis set", "homo_ev": -10.8, "charge": 1, "e_lumo_ev": -3.4, "de_lowest_kj_mol": 0.00, "elements": ["Sc", "C", "C", "N", "N", "C", "S", "S", "C", "C", "C", "C", "C", "C", "C", "C", "C", "C", "C", "C", "C", "O", "H", "H", "H", "H", "H", "H", "H", "H", "H", "H", "H", "H", "H", "H", "C", "S", "C", "O", "H", "H", "H", "H", "H", "H"], "coordinates": [[-0.31595, 1.57621, 1.53494], [-0.72632, -1.19892, -1.91888], [-0.88092, -0.03338, -0.99508], [0.01593, 0.19917, -0.07685], [1.07382, -0.70607, -0.05138], [1.79558, -0.66139, 1.01348], [1.63082, 0.36071, 2.44390], [3.15067, -1.74768, 1.18192], [3.11912, -2.66953, -0.37768], [2.34527, -3.96166, -0.35268], [1.10447, -4.06177, 0.26996], [0.39203, -5.24957, 0.23177], [0.91186, -6.35514, -0.42704], [2.15149, -6.26731, -1.03901], [2.86440, -5.07743, -0.99813], [-2.06508, 0.83328, -1.11990], [-2.63747, 1.00429, -2.39167], [-3.75361, 1.78814, -2.58448], [-4.35477, 2.40652, -1.49201], [-3.82851, 2.25739, -0.22515], [-2.68274, 1.48511, -0.02348], [-2.18420, 1.38305, 1.21803], [-0.52132, -2.09335, -1.32975], [0.15010, -1.06200, -2.55550], [-1.60992, -1.35681, -2.52518], [4.16399, -2.85884, -0.62452], [2.72626, -1.99163, -1.13540], [0.70212, -3.20985, 0.80448], [-0.56833, -5.31672, 0.72595], [0.35682, -7.28319, -0.45139], [2.57170, -7.12722, -1.54288], [3.83633, -5.01799, -1.47334], [-2.17850, 0.52842, -3.24695], [-4.16542, 1.91046, -3.57566], [-5.24335, 3.00772, -1.63116], [-4.29437, 2.71757, 0.63514], [0.36418, 6.04476, 1.24070], [-0.19068, 4.94465, 2.53058], [1.16368, 5.10451, 3.68130], [0.01053, 3.54879, 1.92568], [0.35216, 7.05814, 1.64064], [-0.35192, 5.97131, 0.42476], [1.36295, 5.76400, 0.91276], [1.15805, 6.12579, 4.06120], [2.10424, 4.87209, 3.18590], [0.97484, 4.41538, 4.50207]], "atomic_forces_ev_per_a": [[0.00, 0.29, 0.16], [0.12, -0.03, 0.04], [-0.02, 0.04, 0.09], [-0.28, -0.08, -0.23], [-0.01, 0.18, 0.17], [0.22, -0.22, 0.01], [-0.27, -0.03, -0.12], [0.00, 0.03, -0.03], [0.06, 0.04, -0.10], [-0.06, 0.00, 0.05], [0.01, 0.01, 0.02], [-0.01, 0.00, 0.01], [-0.02, -0.02, 0.00], [0.01, 0.00, 0.00], [0.00, 0.01, -0.03], [-0.10, 0.12, 0.02], [-0.03, 0.03, 0.03], [0.02, -0.03, -0.02], [-0.01, 0.03, 0.08], [0.01, -0.09, -0.11], [0.10, -0.05, -0.18], [0.21, -0.18, 0.17], [-0.01, 0.00, 0.00], [-0.01, 0.01, -0.02], [-0.01, 0.01, 0.00], [0.01, -0.01, 0.07], [0.00, 0.01, 0.02], [0.00, -0.01, -0.01], [-0.01, 0.00, 0.01], [0.00, -0.01, 0.00], [0.00, -0.01, -0.01], [0.01, 0.00, 0.00], [0.01, -0.01, 0.00], [0.01, 0.00, -0.02], [-0.01, 0.00, -0.01], [0.01, 0.00, 0.03], [-0.05, 0.00, 0.05], [0.11, 0.09, -0.02], [-0.06, 0.03, -0.01], [0.05, -0.09, -0.05], [0.00, 0.01, 0.01], [0.00, -0.02, 0.00], [0.01, -0.04, 0.03], [0.00, 0.02, 0.00], [-0.01, -0.01, -0.04], [0.00, -0.01, -0.01]]}

Record 5
{"formula": "C18H20N2O3", "method": "ωB97M-V with the def2-TZVPD basis set", "homo_ev": -9.0, "smiles": "N[C@@H](Cc1ccccc1)C(=O)N[C@@H](Cc1ccccc1)C(=O)O", "e_lumo_ev": 0.5, "de_lowest_kj_mol": 51.06, "elements": ["N", "C", "C", "C", "C", "C", "C", "C", "C", "C", "O", "N", "C", "C", "C", "C", "C", "C", "C", "C", "C", "O", "O", "H", "H", "H", "H", "H", "H", "H", "H", "H", "H", "H", "H", "H", "H", "H", "H", "H", "H", "H", "H"], "coordinates": [[1.58594, -1.14451, -2.91919], [1.48292, -0.95866, -1.48413], [2.58165, 0.00896, -0.98494], [3.96207, -0.60397, -0.98192], [4.58728, -0.93695, 0.22295], [5.84729, -1.50525, 0.24608], [6.51496, -1.76660, -0.94416], [5.90833, -1.44087, -2.15921], [4.64253, -0.85955, -2.17849], [0.11877, -0.36933, -1.10103], [-0.52610, 0.31690, -1.88402], [-0.30091, -0.59887, 0.18582], [-1.65396, -0.22356, 0.56462], [-1.86446, 1.30121, 0.63386], [-2.90265, 1.72803, 1.63876], [-4.13789, 2.23598, 1.23392], [-5.08351, 2.63756, 2.17287], [-4.80271, 2.54025, 3.53574], [-3.57352, 2.03341, 3.94638], [-2.62421, 1.63761, 3.00844], [-2.64929, -0.97247, -0.33496], [-2.43299, -2.05986, -0.82667], [-3.81707, -0.32733, -0.48218], [1.11566, -0.37154, -3.34850], [1.03426, -1.98281, -3.19871], [1.60042, -1.93032, -0.97905], [2.32042, 0.35636, 0.04954], [2.56540, 0.91423, -1.60969], [4.08693, -0.74775, 1.16355], [6.31431, -1.78132, 1.18746], [7.52590, -2.22217, -0.95726], [6.42797, -1.64534, -3.12590], [4.16036, -0.62092, -3.10563], [0.08848, -1.37749, 0.66326], [-1.82403, -0.61064, 1.57757], [-2.07943, 1.67509, -0.35847], [-0.89865, 1.73846, 0.90316], [-4.35807, 2.29569, 0.18422], [-6.05992, 3.01838, 1.84990], [-5.51912, 2.85196, 4.28608], [-3.34696, 1.96284, 5.00803], [-1.68870, 1.24552, 3.33257], [-4.37271, -0.91695, -1.05432]], "atomic_forces_ev_per_a": [[-0.33, -1.50, -0.02], [-0.10, 0.09, 0.23], [-0.16, 0.33, 0.73], [0.21, -0.04, 0.01], [-0.25, 0.11, -0.18], [0.43, -0.35, -0.12], [0.56, -0.18, -0.47], [0.28, -0.11, -0.56], [0.21, -0.14, 0.58], [-0.21, 0.20, -0.07], [0.27, -0.36, 0.52], [-0.40, 0.61, -0.60], [-0.07, -0.04, 0.08], [0.27, -0.04, -0.08], [-0.11, 0.13, 0.23], [0.11, -0.07, 0.53], [-0.26, 0.07, 0.17], [0.21, -0.10, -0.21], [0.11, 0.04, -0.01], [-1.05, 0.26, -0.44], [0.16, -0.64, -0.27], [-0.13, 0.88, 0.42], [-0.40, -0.72, -0.60], [-0.28, 0.56, -0.36], [0.62, 0.86, 0.28], [0.06, 0.24, -0.12], [0.25, -0.36, -0.77], [-0.07, -0.26, 0.01], [-0.12, 0.06, 0.03], [-0.10, 0.13, -0.07], [-0.80, 0.34, 0.15], [-0.45, 0.19, 0.97], [-0.09, 0.07, -0.31], [0.34, -0.50, 0.24], [0.05, -0.08, -0.16], [-0.19, 0.09, -0.16], [-0.04, -0.09, 0.09], [-0.06, 0.04, -0.28], [0.46, -0.13, 0.08], [-0.06, 0.00, -0.13], [-0.03, -0.01, -0.17], [0.67, -0.20, 0.22], [0.51, 0.62, 0.58]]}

We obtain max |F| values of 5.01; 0.71; 0.14; 0.37; 1.54 eV/Å for the records listed above, in that order.